#w
ORCA calculation (wB97M-V/def2-TZVPD) on a cluster of 15 separate species, H30O15 in total.

## Properties
**LUMO**: -0.426 eV
**Kohn-Sham gap**: 0.3328 Ha
**HOMO level**: -9.481 eV
**Charge**: 0

Each line ends with the Mulliken charge.
Element x y z (Å)
O  1.8688  2.0614  2.9241  -0.64
H  1.2828  1.5774  2.4511  0.22
H  2.0908  2.6754  2.2151  0.34
O  2.0558  2.2594  -3.2859  -0.62
H  1.9348  2.5024  -4.1859  0.26
H  1.1928  1.9614  -3.0159  0.32
O  -0.4942  2.4214  -1.5989  -0.57
H  -0.1352  3.1184  -1.0169  0.27
H  -1.3062  2.1014  -1.1979  0.30
O  1.0058  -2.5006  -2.3749  -0.69
H  0.5208  -2.0756  -1.6609  0.29
H  1.3858  -1.8996  -2.9959  0.34
O  -2.6572  1.5194  0.2231  -0.56
H  -2.2292  1.3344  1.0771  0.31
H  -3.3442  2.1094  0.3321  0.23
O  -2.1782  -2.1176  0.2001  -0.83
H  -2.2982  -1.4186  -0.4449  0.56
H  -1.8322  -1.5846  0.9031  0.11
O  -1.9292  -1.3416  2.8191  -0.59
H  -2.1842  -2.1556  3.1811  0.36
H  -1.0192  -1.5826  2.9191  0.31
O  -0.9582  1.6064  2.3511  -0.58
H  -1.4422  1.3454  3.1361  0.27
H  -0.7802  2.5374  2.4921  0.29
O  0.7448  -1.0426  2.8971  -0.52
H  1.3648  -1.7166  3.1001  0.23
H  0.8758  -0.5286  3.6791  0.26
O  2.5318  -1.8296  -0.1449  -0.70
H  2.7698  -1.9746  -1.0199  0.31
H  2.0678  -1.0066  -0.2639  0.28
O  -2.7242  -0.3816  -1.7579  -0.59
H  -2.5832  0.2944  -1.0599  0.36
H  -3.6542  -0.2166  -1.8539  0.28
O  2.7808  1.3274  0.1371  -0.56
H  3.7248  1.5194  0.0461  0.26
H  2.7738  0.8584  0.9581  0.29
O  0.1338  -0.2826  0.0031  0.34
H  -0.2102  0.1354  0.8071  -0.19
H  0.3178  0.4274  -0.6479  0.21
O  0.2078  -3.5376  0.5941  -0.75
H  -0.6672  -3.0356  0.5541  0.50
H  0.8548  -2.8896  0.2541  0.32
O  0.1318  0.0364  -3.5979  -0.54
H  0.4868  0.1104  -4.5069  0.25
H  -0.4772  -0.7206  -3.6219  0.28

---

#x
ORCA calculation (wB97M-V/def2-TZVPD) on a cluster of 15 separate species, H30O15 in total.

## Properties
**LUMO**: -0.603 eV
**Kohn-Sham gap**: 0.3664 Ha
**HOMO level**: -10.573 eV
**Charge**: 0

Each line ends with the Mulliken charge.
Element x y z (Å)
O  2.9845  1.5847  1.1436  -0.69
H  2.1797  1.6695  0.6753  0.31
H  2.7161  1.8932  1.9973  0.31
O  -2.6644  -1.4174  -1.0176  -0.76
H  -1.9602  -1.8651  -1.4353  0.40
H  -2.5264  -1.5510  -0.0599  0.42
O  -1.8124  1.5118  2.6169  -0.63
H  -1.0898  1.8574  3.1201  0.27
H  -2.2434  2.3345  2.2804  0.31
O  -0.6493  2.5455  -0.4202  -0.61
H  -0.6474  1.6077  -0.4601  0.11
H  -1.3059  2.6669  -1.1101  0.39
O  2.0928  0.3645  -1.2360  -0.75
H  2.7047  0.3143  -0.5828  0.36
H  2.4275  1.1430  -1.7332  0.20
O  0.6310  2.9047  2.0759  -0.62
H  -0.1190  2.5901  1.6149  0.30
H  0.7550  3.8517  1.8655  0.27
O  -3.2961  1.2952  0.0182  -0.60
H  -3.6671  1.7340  0.7796  0.23
H  -2.7486  0.5808  0.3725  0.27
O  2.8752  -2.3033  -2.0692  -0.60
H  2.5238  -1.6209  -1.4891  0.30
H  2.2955  -3.0417  -1.8604  0.28
O  -0.0169  -0.0623  0.6209  0.84
H  0.1860  -0.5049  -0.1873  -0.22
H  -0.7411  -0.4324  1.1297  0.19
O  0.8885  -0.1398  3.3663  -0.67
H  0.6831  0.0393  2.4727  0.12
H  1.8543  -0.1123  3.3437  0.34
O  -0.1309  -2.2298  -1.9212  -0.66
H  -0.0635  -2.6386  -2.8076  0.28
H  0.1319  -2.8608  -1.2390  0.25
O  -2.0457  -1.3075  1.6370  -0.61
H  -2.9270  -1.1122  2.0010  0.27
H  -1.6151  -1.9417  2.1581  0.20
O  -1.3338  0.6097  -2.4958  -0.56
H  -1.1612  0.1494  -3.3275  0.23
H  -1.8278  -0.0133  -2.0029  0.38
O  1.3810  -0.1964  -3.8036  -0.60
H  1.4672  -0.0884  -2.8480  0.47
H  0.5626  -0.5844  -4.1103  0.24
O  2.0246  -2.1282  1.0093  -0.55
H  2.0766  -2.9538  0.5390  0.26
H  1.1515  -2.1418  1.3790  0.28

---

Which of them is most stable, and which least? Most stable: #w; least stable: #x.

---

#w
ORCA calculation (wB97M-V/def2-TZVPD) on the molecule C4H10O.

## Properties
**SMILES**: CC(C)(C)O
**LUMO**: 0.929 eV
**Kohn-Sham gap**: 0.4109 Ha
**HOMO level**: -10.252 eV
**Charge**: 0

Each line ends with the Mulliken charge.
Element x y z (Å)
C  -1.4296  0.0102  -0.4808  -1.41
C  -0.0938  -0.0244  0.2197  1.48
C  0.7028  1.2732  -0.0601  -1.42
C  0.7853  -1.1812  -0.2122  -1.65
H  -1.9055  1.0314  -0.3695  0.34
H  -1.9744  -0.8126  0.0243  0.37
H  -1.3440  -0.2931  -1.5750  0.30
H  0.7502  1.4947  -1.1413  0.32
H  1.7196  1.3353  0.4382  0.36
H  0.0489  2.0071  0.4259  0.38
H  0.2764  -2.1483  0.0309  0.35
H  1.7153  -1.1299  0.2913  0.43
H  0.9202  -1.2279  -1.2674  0.39
H  0.3150  -0.2080  2.0937  0.32
O  -0.4863  -0.1266  1.5823  -0.56

---

#x
ORCA calculation (wB97M-V/def2-TZVPD) on a cluster of 3 separate species, C4H10O in total.

## Properties
**SMILES**: [H][H].CC=O.C=C
**LUMO**: 1.094 eV
**Kohn-Sham gap**: 0.4036 Ha
**HOMO level**: -9.889 eV
**Charge**: 0

Each line ends with the Mulliken charge.
Element x y z (Å)
C  -1.6871  0.8679  1.0615  -0.45
C  -0.4626  1.3698  0.9490  -0.56
C  0.7652  -0.8888  -0.8182  0.20
C  1.7694  0.1256  -1.2995  -0.96
O  1.0111  -1.7195  0.0251  -0.48
H  -1.8376  -2.2245  0.8964  0.20
H  -2.4951  1.1707  0.3998  0.23
H  -1.9295  0.1271  1.8186  0.27
H  -0.2162  2.1126  0.1933  0.25
H  0.3440  1.0559  1.6077  0.25
H  -0.2331  -0.8524  -1.3016  0.36
H  1.2875  1.0748  -1.5517  0.26
H  2.5390  0.2744  -0.5385  0.28
H  2.2478  -0.2569  -2.2098  0.35
H  -1.1028  -2.2367  0.7680  -0.21

---

Which of them is most stable, and which least? Most stable: #w; least stable: #x.